#w
# C7H13NO

A single C7H13NO molecule (ωB97M-V with the def2-TZVPD basis set, OMol25).

```
22
Properties=species:S:1:pos:R:3
H -0.6560 2.5220 0.1323
C 1.1963 -0.2849 -0.5165
C -0.6747 -1.6097 -0.2195
C 2.4876 0.0903 0.2152
H -2.9533 -0.0667 -1.1486
C -2.6376 0.1871 -0.0838
H -1.0999 -2.3859 0.3813
C 0.2107 2.1437 -0.3596
O -0.3728 0.3809 1.1391
C 0.0569 0.6472 -0.1650
H -2.8554 1.2660 -0.0032
H 3.1624 -0.8837 0.2564
H 1.1587 2.5014 0.1169
H 2.2086 0.4758 1.2663
N 0.8132 -1.6439 -0.1085
H -1.0047 -1.8628 -1.2229
H 0.8721 -1.5973 0.9654
C -1.1548 -0.1741 0.0574
H -3.1947 -0.4289 0.6526
H 0.2608 2.3835 -1.4357
H 1.3849 -0.3779 -1.6284
H 3.0998 0.9178 -0.2548
```

Output
- HOMO-LUMO gap: 10.32 eV
- Net charge: 0

Results of the Löwdin charge analysis, in e, for atoms 1 through 5: number 1, H, carries 0.0701; number 2, C, carries -0.3708; number 3, C, carries -0.1349; number 4, C, carries -0.0723; number 5, H, carries 0.1024


#x
# C7H13NO

2 unconnected molecules or ions with the total composition C7H13NO (ωB97M-V with the def2-TZVPD basis set, OMol25).

```
22
Properties=species:S:1:pos:R:3
C 1.6365 -2.1133 1.2421
H 2.5556 -1.5899 1.0987
C -1.5007 0.3008 1.0506
C 0.4906 -1.6142 -1.1011
H -0.3036 2.7397 -0.3718
H -2.3206 -0.1274 0.4889
H 1.7597 -3.2173 0.9719
C -0.4991 0.6819 -0.1001
C 0.1774 2.0874 0.1602
C 0.5033 -0.3953 -0.4204
H 0.1468 2.2601 1.2044
C -1.2337 0.8103 -1.4450
N 0.7051 -1.6396 0.2428
H -0.4746 1.1270 -2.2314
O 0.5209 -2.2070 -2.1035
H 2.1674 0.4629 -0.4115
H -2.0696 1.5017 -1.5318
H 1.1820 2.0796 -0.1808
H 1.2068 -1.8235 2.1536
H -1.5734 -0.1363 -1.9090
H -0.9092 -0.3308 1.6775
H -2.1677 1.1433 1.5156
```

Output
- HOMO-LUMO gap: 9.34 eV
- Net charge: 0

Results of the Löwdin charge analysis, in e, for atoms 1 through 5: number 1, C, carries -0.0156; number 2, H, carries 0.0659; number 3, C, carries -0.0203; number 4, C, carries -0.4658; number 5, H, carries 0.0116


#y
# C7H13NO

A single C7H13NO molecule (ωB97M-V with the def2-TZVPD basis set, OMol25).

```
22
Properties=species:S:1:pos:R:3
H 3.0240 0.7292 1.3611
H -1.3109 -2.3259 -0.6596
H 2.4396 1.5329 -0.1081
C -0.6655 -0.3111 -0.2959
H -0.1328 -1.4867 1.5371
C 1.4012 -0.9287 -0.6625
H -2.6268 -1.1995 -0.2502
C -0.0598 -0.4831 1.0984
N -0.6068 0.9313 -0.8375
H 1.9868 -0.5668 -1.5028
H -1.0340 2.9164 -0.5171
H -2.4652 1.9051 -0.8376
C 2.1223 1.0322 0.8100
H 0.9809 -2.6588 0.1052
C -1.6849 -1.3094 -0.7967
H -1.8793 -1.1560 -1.8602
H -1.7397 1.8903 0.7538
H 1.5689 1.7600 1.4046
O 1.3036 -2.3063 -0.7341
C -1.4948 1.9451 -0.3202
C 1.2986 -0.1672 0.5018
H -0.4254 0.2572 1.8103
```

Output
- HOMO-LUMO gap: 6.74 eV
- Net charge: 0

Results of the Löwdin charge analysis, in e, for atoms 1 through 5: number 1, H, carries 0.0913; number 2, H, carries 0.0661; number 3, H, carries 0.0900; number 4, C, carries -0.3645; number 5, H, carries 0.1104


#z
# C7H13NO

A single C7H13NO molecule (ωB97M-V with the def2-TZVPD basis set, OMol25).

```
22
Properties=species:S:1:pos:R:3
C -1.3236 -0.1185 -1.7234
C -1.6919 1.4051 0.2516
H -2.4042 -0.2875 -1.7383
H 3.2598 -1.6999 -0.2217
H 3.4824 -0.2086 -1.1188
H 3.2061 -0.1094 0.6178
C 0.7432 0.5667 -0.1429
H -1.0935 0.6932 -2.4161
O 1.0986 1.5236 0.5324
H -1.6589 2.2389 -0.4509
N -0.6145 -0.8903 0.4817
H -1.3042 1.7709 1.1981
C -0.8816 0.2393 -0.3077
H -0.0493 0.1589 2.2444
H -0.2966 -1.6129 2.4021
C 2.9297 -0.6600 -0.2841
H 1.0436 -1.2671 -1.2448
H -0.8488 -1.0314 -2.0793
H -1.6790 -0.5154 2.2343
C -0.6464 -0.7048 1.9123
C 1.4631 -0.5868 -0.5185
H -2.7339 1.0960 0.3717
```

Output
- HOMO-LUMO gap (alpha / beta): 7.59 / 7.59 eV
- Net charge: 0

Results of the Löwdin charge analysis, in e, for atoms 1 through 5: number 1, C, carries -0.0358; number 2, C, carries -0.0344; number 3, H, carries 0.0824; number 4, H, carries 0.0802; number 5, H, carries 0.0941


Most stable: #w


#w
# C5H13NO

A gas-phase ion, C5H13NO (charge +1) (ωB97M-V with the def2-TZVPD basis set, OMol25).

```
20
Properties=species:S:1:pos:R:3
H -0.8482 2.2409 -0.3677
H 3.6740 -1.5457 0.4151
H 2.4304 -0.1414 1.3515
C 0.3933 0.8630 0.2414
C 1.7414 -0.9813 1.2254
H -0.3102 -1.1624 0.8340
H 0.2127 1.1400 1.2961
O -2.9429 1.1730 -1.3144
H 1.2843 1.3440 -0.1867
H -2.3122 0.2449 0.4272
H 3.0672 -2.9044 1.2367
C 0.5468 -0.7377 0.3392
H -1.6963 -0.5080 -1.0700
H 0.7297 -0.9051 -0.7163
C -1.9200 0.4698 -0.5780
C 2.7270 -2.0495 0.6664
H 2.4977 -2.4481 -0.3385
H -2.5732 2.0555 -1.2433
H 1.3614 -1.3511 2.2077
N -0.6801 1.2728 -0.6542
```

Output
- HOMO-LUMO gap (alpha / beta): 11.60 / 6.13 eV
- Spin multiplicity: 2
- ⟨S²⟩: 0.755
- Net charge: +1

Results of the Löwdin charge analysis, in e, for atoms 1 through 5: number 1, H, carries 0.1742; number 2, H, carries 0.0740; number 3, H, carries 0.1074; number 4, C, carries -0.1298; number 5, C, carries -0.2477


#x
# C5H13NO

2 unconnected molecules or ions with the total composition C5H13NO (ωB97M-V with the def2-TZVPD basis set, OMol25).

```
20
Properties=species:S:1:pos:R:3
O -3.7554 0.1054 0.5784
H 2.4547 -0.8140 -0.5266
H 1.2327 0.6621 1.4437
H 2.1536 -1.1374 1.1487
H -0.2225 -0.4272 -2.9929
C 1.8385 -1.3968 0.1405
H -2.8537 -0.0995 0.8490
H -0.3884 -1.0110 0.7860
H -0.2206 1.4931 1.8049
C -0.4233 0.1425 -2.1038
H 0.9842 1.8819 -0.7773
C 0.3240 -1.1350 -0.0307
H -0.0713 -1.9117 -0.6789
C 0.1385 0.1464 -0.8162
H -4.2396 -0.2975 1.3104
H -1.1247 0.9548 -2.2702
C 0.6397 1.5171 1.1415
N 0.2542 1.3664 -0.3046
H 2.0486 -2.4587 0.0736
H 1.2307 2.4189 1.2247
```

Output
- HOMO-LUMO gap (alpha / beta): 10.28 / 7.65 eV
- Spin multiplicity: 2
- ⟨S²⟩: 0.759
- Net charge: +1

Results of the Löwdin charge analysis, in e, for atoms 1 through 5: number 1, O, carries -0.0533; number 2, H, carries 0.0897; number 3, H, carries 0.0663; number 4, H, carries 0.0758; number 5, H, carries 0.1037


#y
# C5H13NO

A gas-phase ion, C5H13NO (charge +1) (ωB97M-V with the def2-TZVPD basis set, OMol25).

```
20
Properties=species:S:1:pos:R:3
C 0.0229 1.1300 0.2232
H 3.2811 -0.0696 0.6138
N -2.2352 0.6646 -0.4630
C 2.1994 -0.0524 0.7392
H -0.6683 -0.0839 -1.5147
H -2.0714 -1.6264 0.2954
H 1.9768 1.9039 -0.1817
C -0.9090 0.0721 -0.4488
H -2.2468 1.5652 -0.9491
C 1.4890 0.9321 -0.1961
H 1.9040 0.1472 1.7744
H -0.6121 -2.5984 -1.1156
H 1.4918 0.4830 -1.1815
C -1.0279 -1.2958 0.3076
H -0.1326 1.0800 1.2993
H 1.8563 -1.0788 0.5888
O -0.2243 -2.2619 -0.3034
H -0.3587 2.0883 -0.1465
H -3.0765 0.1132 -0.6524
H -0.6587 -1.1123 1.3113
```

Output
- HOMO-LUMO gap (alpha / beta): 11.42 / 6.28 eV
- Spin multiplicity: 2
- ⟨S²⟩: 0.754
- Net charge: +1

Results of the Löwdin charge analysis, in e, for atoms 1 through 5: number 1, C, carries -0.1364; number 2, H, carries 0.0847; number 3, N, carries 0.3306; number 4, C, carries -0.0855; number 5, H, carries 0.1963


#z
# C5H13NO

A gas-phase ion, C5H13NO (charge +1) (ωB97M-V with the def2-TZVPD basis set, OMol25).

```
20
Properties=species:S:1:pos:R:3
H 0.7518 0.2193 2.1499
H -3.4453 -0.8883 -0.8278
H 3.2461 -1.3635 0.1540
H -1.6393 1.3195 0.2536
C -1.9048 0.2669 0.1484
C 2.8736 -0.3658 -0.0575
H 1.1081 -1.3365 0.7379
N -0.8631 -0.4294 -0.5314
H -4.0363 0.6675 -0.1808
C 0.4525 -0.0508 -0.8180
C -3.2097 0.1629 -0.6811
H -0.9944 -1.4412 -0.4223
H -3.0775 0.6665 -1.6288
H 0.5006 0.9806 -1.1809
O 1.1916 0.6191 1.3845
H -2.0805 -0.1534 1.1412
C 1.4148 -0.3411 0.4137
H 2.9365 -0.1962 -1.1061
H 0.7914 -0.6550 -1.6669
H 3.4201 0.4340 0.4378
```

Output
- HOMO-LUMO gap (alpha / beta): 11.56 / 7.70 eV
- Spin multiplicity: 2
- ⟨S²⟩: 0.755
- Net charge: +1

Results of the Löwdin charge analysis, in e, for atoms 1 through 5: number 1, H, carries 0.1247; number 2, H, carries 0.0835; number 3, H, carries 0.0960; number 4, H, carries 0.1376; number 5, C, carries -0.1929


Most stable: #z


#w
# C5H13NO

2 unconnected molecules or ions with the total composition C5H13NO (ωB97M-V with the def2-TZVPD basis set, OMol25).

```
20
Properties=species:S:1:pos:R:3
H -2.0624 1.7833 -0.2802
H -1.4240 -1.0366 1.0339
H -1.0607 -2.4388 -1.2085
H 0.0034 -1.6338 1.9221
C -0.3103 -0.9677 1.0090
H -0.9887 -0.7788 -1.7775
H -0.7333 1.1195 1.1112
H -1.6470 3.1807 0.0886
H 2.0651 1.2485 0.5423
O -2.2208 2.7137 -0.5043
H 0.2208 0.6872 2.4305
H 0.7893 1.6274 -0.4946
H 0.2755 -1.9661 -2.1374
C 1.1718 0.8563 0.2832
C 0.0624 0.5477 1.2668
C -0.4092 -1.5838 -1.3533
H 1.7707 -0.3751 -1.4476
C 1.6005 -0.4642 -0.3704
H 2.4206 -1.0681 0.1189
N 0.4763 -1.4512 -0.2328
```

Output
- HOMO-LUMO gap (alpha / beta): 11.86 / 6.83 eV
- Spin multiplicity: 2
- ⟨S²⟩: 0.754
- Net charge: +1

Results of the Löwdin charge analysis, in e, for atoms 1 through 5: number 1, H, carries 0.0132; number 2, H, carries 0.1391; number 3, H, carries 0.1153; number 4, H, carries 0.1681; number 5, C, carries -0.0764


#x
# C5H13NO

A gas-phase ion, C5H13NO (charge +1) (ωB97M-V with the def2-TZVPD basis set, OMol25).

```
20
Properties=species:S:1:pos:R:3
H 0.0947 -0.3299 -0.9525
H 1.8101 0.6956 1.2112
C -0.7904 1.2521 -0.1497
H 0.2264 2.7248 -1.2142
H -2.1168 -0.1834 0.2184
H -0.1413 1.1334 -2.1926
H -0.5131 -1.0161 1.9619
H -1.5530 2.1798 -1.8575
H 1.8358 1.2851 -0.0762
C -0.5651 1.9094 -1.4986
H 1.1900 -2.6636 1.0634
H -0.6167 1.9483 0.6613
H 0.1420 -2.8321 -0.2581
C 0.1296 0.0071 0.0478
C 1.5276 0.3305 0.2370
O -2.1764 0.7704 -0.1333
N -0.4941 -1.1083 0.9074
C 0.1713 -2.4828 0.8443
H 2.2460 -0.4561 -0.2210
H -0.4068 -3.1642 1.4010
```

Output
- HOMO-LUMO gap (alpha / beta): 11.32 / 5.60 eV
- Spin multiplicity: 2
- ⟨S²⟩: 0.755
- Net charge: +1

Results of the Löwdin charge analysis, in e, for atoms 1 through 5: number 1, H, carries 0.1220; number 2, H, carries 0.1026; number 3, C, carries -0.3736; number 4, H, carries 0.1320; number 5, H, carries 0.1039


#y
# C5H13NO

2 unconnected molecules or ions with the total composition C5H13NO (ωB97M-V with the def2-TZVPD basis set, OMol25).

```
20
Properties=species:S:1:pos:R:3
C 0.1371 1.8482 -0.2497
H -2.5837 -0.0950 0.4181
H -0.3778 -0.2418 0.2461
H -0.4713 2.2614 -2.2576
H 2.1700 -0.6031 0.3550
H 1.6376 -1.6390 -0.9335
H 1.1219 -3.5109 1.0795
H -2.7196 1.3995 -0.1118
H -1.1237 0.2092 -1.1350
C -0.8267 0.5569 -0.1699
H 0.6076 -1.8120 1.8447
C 1.8687 -1.6148 0.1387
O 0.9038 2.2228 0.4710
H 0.3430 3.5984 -1.6005
H 2.8746 -2.2120 0.2746
H -0.0858 -2.4091 0.2899
N -0.0675 2.5310 -1.4892
H -1.9944 1.1172 1.4163
C -2.1242 0.8192 0.4483
C 0.7103 -2.4259 0.9649
```

Output
- HOMO-LUMO gap (alpha / beta): 10.51 / 4.49 eV
- Spin multiplicity: 2
- ⟨S²⟩: 0.767
- Net charge: +1

Results of the Löwdin charge analysis, in e, for atoms 1 through 5: number 1, C, carries -0.3845; number 2, H, carries 0.0857; number 3, H, carries 0.0397; number 4, H, carries 0.0728; number 5, H, carries 0.0242


Most stable: #w


#w
# C8H14N3O

A gas-phase ion, C8H14N3O (charge +1) (ωB97M-V with the def2-TZVPD basis set, OMol25).

```
26
Properties=species:S:1:pos:R:3
H -3.1261 2.1873 -0.2125
H -1.5834 1.9858 -1.1093
H -1.4581 2.2914 1.8870
H 1.6074 2.1187 -0.4616
C 1.2087 -0.5395 -0.4056
C -1.3209 2.6903 0.8755
N 0.2199 0.2796 -0.0771
H -1.9274 -1.9501 1.0082
C 0.0477 -2.4999 0.4468
H -2.9891 0.0317 0.4677
N -2.1084 0.4358 0.1836
H 3.2764 -0.9500 -0.3134
C -1.0159 -0.3259 0.2280
O 0.0793 2.7123 0.6230
C -2.0960 1.8454 -0.1449
C 2.6177 -0.1027 -0.4876
H -0.3413 -3.4986 0.2431
H 2.8365 0.6788 0.2400
H 0.2536 -2.0082 -1.6367
H -1.6721 3.7267 0.8594
C 0.5347 2.0096 -0.3952
N -1.0623 -1.5862 0.6379
C 0.8647 -1.9627 -0.7294
H 1.7566 -2.5651 -0.8864
H 2.8428 0.2921 -1.4806
H 0.6610 -2.5420 1.3536
```

Output
- HOMO-LUMO gap (alpha / beta): 6.20 / 8.03 eV
- Net charge: +1

Results of the Löwdin charge analysis, in e, for atoms 1 through 5: number 1, H, carries 0.1378; number 2, H, carries 0.1248; number 3, H, carries 0.1370; number 4, H, carries 0.0783; number 5, C, carries -0.2792


#x
# C8H14N3O

A gas-phase ion, C8H14N3O (charge +1) (ωB97M-V with the def2-TZVPD basis set, OMol25).

```
26
Properties=species:S:1:pos:R:3
H 2.1970 -1.7560 1.5912
C 1.3565 0.7943 -2.7594
H 1.1811 -1.9488 0.2720
N 0.4396 0.3430 0.0058
H 1.1801 -3.0388 1.5938
C -0.0005 -1.2069 1.8853
N 1.7031 0.8740 -4.0103
C 1.7268 0.2466 -0.3149
C -0.2698 0.0324 1.0480
H -1.8591 2.7032 2.3511
H 0.2197 -0.6700 2.8461
H 2.9197 0.1023 -1.8939
C 1.1832 -2.0019 1.3190
N 2.0105 0.2997 -1.7187
H 0.3195 1.1641 -2.5099
H -0.2932 2.7113 1.5320
C -1.2091 2.2837 1.5493
H 1.2870 1.4579 -4.6852
H -2.3188 0.2373 1.7050
C -1.9781 1.8352 0.3152
C -1.4822 0.8312 1.3458
H -0.9099 -1.8354 1.9701
H -2.9550 1.8450 0.1568
H 2.6104 0.6023 -4.3984
O 2.7990 0.2527 0.2862
H -1.2964 1.7443 -0.5273
```

Output
- HOMO-LUMO gap: 9.76 eV
- Net charge: +1

Results of the Löwdin charge analysis, in e, for atoms 1 through 5: number 1, H, carries 0.0785; number 2, C, carries -0.0912; number 3, H, carries 0.0502; number 4, N, carries 0.1879; number 5, H, carries 0.0795


Most stable: #x